[1]
The following is a DFT calculation (the ωB97M-V functional and the def2-TZVPD basis) of an isolated molecule of C5H7Cl in a non-equilibrium geometry.

total energy: -654.829056 Eh
SMILES string: CC#CCCCl
energy above the lowest of the compared OMol25 structures with the same formula, charge and spin: 38.6 kcal per mole
LUMO level: 0.0351 Eh
HOMO: -9.48 eV
gap between HOMO and LUMO: 10.44 eV

Cartesian coordinates (Å):
Cl: 2.425 -1.335 -0.186
C: 2.147 0.406 0.387
C: -0.215 0.172 -0.248
C: -1.238 -0.374 -0.105
C: 0.982 0.946 -0.373
C: -2.508 -0.906 0.068
H: -2.721 -1.618 -0.687
H: -2.635 -1.529 0.943
H: -3.242 -0.059 -0.183
H: 1.276 1.071 -1.423
H: 1.860 0.279 1.391
H: 3.046 0.986 0.418
H: 0.823 1.960 0.000

natural (NBO) atomic charge list, values in e, 8 entries: Cl -0.11; C -0.30; C -0.03; C 0.02; C -0.49; C -0.70; H 0.23; H 0.24

=====

[2]
The following is a DFT calculation (the ωB97M-V functional and the def2-TZVPD basis) of an isolated molecule of C2H3ClNOP in a non-equilibrium geometry.

total energy: -1009.412180 Eh
SMILES string: C[P@](=O)(Cl)C#N
energy above the lowest of the compared OMol25 structures with the same formula, charge and spin: 108.6 kcal per mole
LUMO level: -0.0287 Eh
HOMO: -9.69 eV
gap between HOMO and LUMO: 8.91 eV

Cartesian coordinates (Å):
Cl: 1.501 -1.692 0.560
P: 0.583 -0.149 -0.217
O: 1.102 0.067 -2.270
N: 1.630 2.145 1.243
C: -1.244 -0.351 -0.032
C: 1.176 1.211 0.785
H: -1.528 0.448 0.794
H: -1.466 -1.448 0.114
H: -1.753 -0.231 -0.977

natural (NBO) atomic charge list, values in e, 8 entries: Cl -0.16; P 1.35; O -0.77; N -0.19; C -0.96; C -0.12; H 0.27; H 0.28

=====

[3]
The following is a DFT calculation (the ωB97M-V functional and the def2-TZVPD basis) of a structure of composition C34H39N5O3OsP2S in a non-equilibrium geometry.

total energy: -2989.239475 Eh
energy above the lowest of the compared OMol25 structures with the same formula, charge and spin: 3.2 kcal per mole
2S+1: 5
net charge: +2
LUMO level (alpha / beta): -0.2224 / -0.3586 Eh
HOMO (alpha / beta): -12.19 / -12.18 eV
gap between HOMO and LUMO (alpha / beta): 6.13 / 2.42 eV

Cartesian coordinates (Å):
Os: 0.178 -0.444 -1.574
S: 0.810 0.524 1.540
P: 1.598 -0.666 -6.622
P: -2.199 -0.450 -6.798
O: 0.550 1.937 1.430
O: -1.948 -1.784 0.310
O: 2.153 0.003 1.601
N: -0.099 -0.433 0.467
N: -3.651 -1.029 -7.667
N: -2.647 1.207 -7.198
N: 2.951 0.357 -6.993
N: 2.280 -2.057 -7.564
C: 2.782 -2.074 -8.868
C: -0.876 -0.867 -8.062
C: -2.147 1.925 -8.292
C: -4.349 -0.477 -8.755
C: -5.550 -2.244 -7.959
C: 4.076 0.510 -6.159
C: -1.654 1.050 -3.484
C: -0.261 0.651 4.140
C: -5.526 -1.199 -8.948
C: -0.219 0.025 2.886
C: 3.295 0.841 -8.262
C: 2.602 -4.217 -8.166
C: -4.398 -2.115 -7.193
C: 1.498 -1.945 -1.225
C: -1.160 -1.127 1.006
C: -2.632 3.402 -6.610
C: 0.463 -0.099 -7.960
C: -2.268 -1.201 3.306
C: 0.861 0.512 -3.244
C: 1.227 2.473 -1.545
C: -2.103 3.269 -7.943
C: -1.281 0.241 5.017
C: 2.167 -3.383 -7.141
C: 4.622 1.247 -8.238
C: 1.489 1.065 -2.037
C: -0.271 2.730 -1.266
C: -3.050 2.141 -6.222
C: -1.643 0.638 -2.016
C: -1.195 -0.876 2.465
C: 3.007 -3.386 -9.263
C: -2.270 -0.686 4.601
C: -1.087 1.490 -1.027
C: -0.238 1.248 -4.015
C: 5.108 1.071 -6.903
H: -3.057 -1.001 5.291
H: 1.511 -0.068 -3.915
H: -2.237 0.313 -4.070
H: -0.187 0.880 -5.047
H: 5.181 1.602 -9.092
H: 0.972 -2.825 -0.790
H: -6.293 -1.003 -9.688
H: -1.709 4.068 -8.556
H: 0.456 1.439 4.408
H: -6.341 -2.969 -7.818
H: 0.955 -0.160 -8.945
H: -0.693 -1.951 -7.932
H: 2.893 -1.162 -9.425
H: -3.973 0.388 -9.280
H: 2.633 -5.293 -8.146
H: -3.072 -1.817 2.886
H: -0.026 2.323 -4.115
H: 3.989 0.262 -5.113
H: 2.573 0.898 -9.073
H: -2.507 0.031 -1.733
H: -2.220 1.992 -3.579
H: -1.846 1.402 -9.204
H: -1.349 0.669 6.019
H: 6.113 1.305 -6.569
H: 1.737 -3.584 -6.174
H: 0.307 0.966 -7.741
H: 3.424 -3.721 -10.208
H: -0.706 3.347 -2.061
H: -3.609 1.804 -5.359
H: -0.356 3.338 -0.359
H: -4.019 -2.669 -6.350
H: -1.297 -0.696 -9.068
H: 2.009 -2.243 -2.162
H: -1.530 1.454 -0.020
H: -2.652 4.300 -5.994
H: 2.533 0.782 -1.861
H: 1.553 3.194 -2.303
H: 2.265 -1.630 -0.486
H: 1.843 2.694 -0.656

Löwdin atomic charge list, values in e, 8 entries: Os 1.63; S 0.70; P 1.10; P 1.12; O -0.26; O 0.08; O -0.25; N -0.24